This record from the OMol25 dataset describes a cluster of 2 separate species, C3H11NOS in total at a distorted geometry. The level of theory is the ωB97M-V functional and the def2-TZVPD basis.

Element x y z (Å)
C  -3.34  1.72  2.54
S  -2.41  1.74  0.96
C  -3.73  0.81  0.05
H  -2.71  2.00  3.39
H  -3.64  0.72  2.89
H  -4.29  2.25  2.49
H  -3.23  0.09  -0.57
H  -4.56  0.48  0.66
H  -4.05  1.64  -0.61
N  3.42  -2.07  -2.02
C  4.55  -1.51  -1.39
O  4.27  -0.54  -0.37
H  3.29  -1.69  -2.95
H  2.57  -2.14  -1.47
H  5.20  -2.24  -0.88
H  5.25  -1.06  -2.11
H  3.41  -0.19  -0.61

- Energy relative to the best compared isomer or geometry (same formula, charge and spin): 124.4 kJ/mol
- Orbital gap: 9.2016 eV
- SMILES string: CSC.NCO
- Spin multiplicity: 1
- LUMO: 0.02385 Ha